ORCA calculation (wB97M-V/def2-TZVPD) on C19H27AlN7O6 as an isolated structure at a distorted geometry.

Values from the calculation:
Total energy (eV): -49442.0784
Kohn-Sham gap (alpha / beta) (eV): 6.40 / 7.26
Highest occupied orbital energy (alpha / beta) (eV): -11.7 / -11.7

```
! RIJCOSX wB97M-V def2-TZVPD def2/J DEFGRID3
* xyz 1 1
O -0.257 -1.093 -5.202
H -0.444 -0.925 -6.146
Al -0.091 0.205 -1.984
N 1.452 -0.985 -2.309
N -0.775 -1.599 -1.387
N 0.909 1.757 -1.377
N -1.406 1.108 -0.858
O 2.646 -0.534 -2.542
O 2.216 1.950 -1.732
O -2.389 0.500 -0.142
O -1.664 -1.853 -0.477
C -0.106 -2.644 -1.920
C 1.135 -2.289 -2.510
C 0.174 2.793 -0.962
C -1.141 2.392 -0.551
C 2.025 -3.200 -3.262
H 1.858 -3.079 -4.343
H 1.809 -4.239 -2.994
H 3.071 -2.968 -3.039
C -0.665 -3.994 -1.708
H -1.655 -4.064 -2.176
H -0.777 -4.194 -0.634
H -0.014 -4.755 -2.145
C 0.710 4.172 -0.869
C -2.048 3.217 0.277
H 1.449 4.349 -1.660
H 1.187 4.327 0.107
H -0.113 4.890 -0.977
H -2.743 2.571 0.827
H -2.622 3.904 -0.358
H -1.470 3.823 0.989
H 2.495 0.997 -2.036
H -2.146 -0.528 -0.236
C -1.847 -0.169 -3.538
H -1.529 -0.850 -4.330
H -2.079 0.822 -3.928
H -2.679 -0.550 -2.934
O 0.185 0.812 -3.683
H 0.112 -0.230 -4.785
H 0.873 1.488 -3.823
N -0.607 1.453 9.032
C -0.429 1.105 7.924
C -0.209 0.683 6.571
C -0.989 1.211 5.533
C -0.765 0.814 4.213
C 0.253 -0.112 3.936
C 1.022 -0.664 4.970
C 0.790 -0.258 6.288
N 0.527 -0.473 2.609
C 1.440 -1.427 2.166
C 1.433 -1.369 0.798
N 0.513 -0.431 0.397
C 0.000 0.113 1.471
H -1.771 1.934 5.758
H -1.385 1.216 3.412
H 1.806 -1.393 4.754
H 1.392 -0.675 7.096
H 2.017 -2.049 2.819
H 2.019 -1.937 0.099
H -0.704 0.922 1.511
*
```